Entry from the OMol25 dataset: a structure of composition C31H82N6O13PSn3 (ωB97M-V/def2-TZVPD).

Structure (ORCA input):
```
! RIJCOSX wB97M-V def2-TZVPD def2/J DEFGRID3
* xyz 3 1
Sn -14.76 -10.61 -6.61
Sn -11.78 -9.43 -1.14
Sn -8.72 -12.88 -5.51
P -10.73 -8.42 -5.81
O -10.03 -7.20 -6.52
O -10.95 -9.68 -6.74
O -12.04 -8.20 -4.93
O -9.67 -8.91 -4.75
C -8.58 -2.13 -4.78
C -8.87 -2.29 -6.32
C -8.21 -1.17 -7.10
O -8.14 -3.30 -6.85
H -9.35 -1.50 -4.33
H -7.80 -1.43 -4.47
H -8.38 -3.04 -4.21
H -9.88 -2.62 -6.58
H -7.19 -0.95 -6.79
H -8.84 -0.33 -6.79
H -8.31 -1.26 -8.18
H -8.58 -4.15 -6.80
C -13.59 -6.55 -12.65
O -13.59 -5.63 -11.59
C -12.25 -4.92 -11.42
C -11.42 -5.81 -10.43
N -10.91 -7.12 -10.76
C -9.90 -7.06 -11.86
C -8.77 -6.02 -11.72
O -7.79 -6.45 -12.58
C -6.45 -6.01 -12.57
H -13.36 -5.94 -13.52
H -14.58 -6.92 -12.88
H -12.87 -7.35 -12.44
H -12.33 -3.96 -10.90
H -11.72 -4.78 -12.36
H -12.18 -6.13 -9.72
H -10.61 -5.29 -9.90
H -10.52 -7.52 -9.92
H -10.33 -6.81 -12.83
H -9.63 -8.10 -12.06
H -8.46 -6.00 -10.67
H -9.21 -5.06 -12.00
H -6.48 -4.93 -12.71
H -5.81 -6.43 -13.35
H -5.99 -6.04 -11.58
C -21.15 -10.67 -0.89
O -20.63 -10.37 -2.17
C -19.57 -9.47 -2.25
C -18.19 -10.09 -1.87
N -17.04 -9.29 -2.04
C -16.88 -8.05 -1.32
C -16.78 -8.29 0.26
O -15.91 -9.27 0.75
C -16.14 -9.75 2.09
H -20.50 -11.05 -0.10
H -21.92 -11.40 -1.14
H -21.46 -9.71 -0.49
H -19.87 -8.59 -1.69
H -19.62 -9.03 -3.25
H -17.90 -10.96 -2.46
H -18.36 -10.50 -0.88
H -16.23 -9.89 -2.07
H -17.56 -7.27 -1.65
H -15.96 -7.52 -1.57
H -17.75 -8.60 0.65
H -16.63 -7.33 0.75
H -17.14 -10.14 2.23
H -15.80 -9.25 3.00
H -15.56 -10.66 2.27
C -6.03 -6.40 -0.49
C -6.76 -7.64 -1.03
C -6.89 -8.72 0.10
O -7.41 -9.92 -0.42
C -7.07 -11.19 0.24
N -7.97 -7.21 -1.61
H -5.96 -5.60 -1.24
H -5.07 -6.72 -0.08
H -6.65 -6.09 0.35
H -6.18 -8.06 -1.86
H -7.62 -8.38 0.83
H -5.94 -8.95 0.59
H -6.00 -11.27 0.46
H -7.43 -12.16 -0.10
H -7.45 -11.26 1.26
H -8.23 -7.93 -2.28
H -7.90 -6.48 -2.31
C -14.11 -1.79 -4.89
C -14.48 -3.22 -5.09
C -15.05 -3.46 -6.53
O -16.35 -3.04 -6.59
C -16.64 -2.23 -7.72
N -13.35 -4.09 -4.61
H -13.06 -1.66 -5.14
H -13.93 -1.58 -3.83
H -14.74 -1.05 -5.39
H -15.29 -3.50 -4.42
H -15.02 -4.55 -6.57
H -14.46 -3.06 -7.36
H -17.70 -1.97 -7.81
H -16.43 -2.65 -8.70
H -16.19 -1.24 -7.80
H -12.55 -3.80 -5.16
H -13.47 -5.06 -4.86
C -10.91 -13.50 -12.20
C -10.99 -12.02 -12.30
C -11.37 -11.38 -13.68
O -10.34 -11.75 -14.64
C -10.13 -10.80 -15.62
N -11.88 -11.45 -11.31
H -10.09 -13.98 -12.73
H -11.77 -13.95 -12.70
H -10.75 -13.91 -11.20
H -9.96 -11.78 -12.03
H -11.54 -10.31 -13.68
H -12.35 -11.75 -13.97
H -9.63 -11.24 -16.48
H -9.60 -9.88 -15.40
H -11.09 -10.59 -16.10
H -11.78 -10.45 -11.38
H -11.45 -11.66 -10.43
C -3.85 -8.46 -8.19
C -4.94 -8.46 -7.16
C -5.05 -7.29 -6.20
O -3.89 -7.12 -5.38
C -3.00 -6.01 -5.75
N -6.26 -8.78 -7.80
H -2.89 -8.35 -7.69
H -3.91 -7.62 -8.88
H -3.81 -9.45 -8.65
H -4.80 -9.41 -6.64
H -5.92 -7.47 -5.55
H -5.26 -6.35 -6.69
H -1.97 -6.35 -5.61
H -3.29 -5.22 -5.06
H -3.10 -5.67 -6.78
H -6.94 -8.38 -7.18
H -6.39 -8.16 -8.58
*
```

E_HOMO (hartree): -0.5098

Results of the Löwdin charge analysis, in e, for atoms 1 through 99: Sn 1.1772; Sn 1.1800; Sn 1.0770; P 0.0415; O -0.1799; O -0.3895; O -0.3929; O -0.2271; C -0.0396; C -0.5012; C -0.0597; O -0.0777; H 0.0668; H 0.0727; H 0.0640; H 0.1326; H 0.0932; H 0.0807; H 0.0831; H 0.0813; C -0.1103; O -0.1870; C -0.0901; C -0.2071; N -0.0011; C -0.1531; C -0.2298; O -0.1673; C -0.0673; H 0.0953; H 0.0946; H 0.0719; H 0.1246; H 0.1117; H 0.1181; H 0.1236; H 0.1113; H 0.1167; H 0.1190; H 0.1242; H 0.1285; H 0.0898; H 0.1016; H 0.0813; C -0.0818; O -0.1861; C -0.2179; C -0.2065; N -0.0809; C -0.1517; C -0.2147; O -0.2113; C -0.0825; H 0.0788; H 0.1042; H 0.0918; H 0.1195; H 0.1245; H 0.1224; H 0.1110; H 0.0928; H 0.1244; H 0.1000; H 0.1081; H 0.1226; H 0.0935; H 0.0929; H 0.0775; C -0.0378; C -0.4509; C -0.1838; O -0.2323; C -0.0800; N 0.0479; H 0.0846; H 0.0858; H 0.0837; H 0.1378; H 0.1243; H 0.1300; H 0.0886; H 0.0756; H 0.0773; H 0.0445; H 0.0866; C -0.0599; C -0.4137; C -0.2357; O -0.1456; C -0.1025; N 0.0440; H 0.0705; H 0.0844; H 0.0915; H 0.1321; H 0.1049; H 0.1262; H 0.0917; H 0.0844

---

Entry from the OMol25 dataset: a cluster of 22 separate species, C31H8Cl84NO2P in total (ωB97M-V/def2-TZVPD).

Structure (ORCA input):
```
! RIJCOSX wB97M-V def2-TZVPD def2/J DEFGRID3
* xyz 0 1
N -5.99 2.35 -0.36
P -4.62 3.10 -0.22
C -3.26 2.18 0.60
C -2.68 2.80 1.69
C -1.64 2.24 2.40
C -1.18 1.01 2.00
C -1.73 0.36 0.91
C -2.78 0.93 0.18
C -3.30 0.21 -1.02
O -4.19 0.63 -1.73
C -2.67 -1.07 -1.38
C -1.70 -1.64 -0.67
C -1.19 -1.02 0.57
O -0.40 -1.58 1.28
H -6.24 2.32 -1.34
H -4.05 3.61 -1.40
H -4.79 4.20 0.65
H -3.05 3.78 2.00
H -1.22 2.74 3.26
H -0.36 0.57 2.56
H -3.01 -1.56 -2.28
H -1.24 -2.57 -0.97
C -7.58 1.78 3.24
Cl -5.86 2.00 2.92
Cl -8.01 0.09 2.95
Cl -7.92 2.17 4.94
Cl -8.52 2.83 2.18
C 2.13 1.37 -1.06
Cl 3.02 -0.06 -1.59
Cl 1.77 2.39 -2.45
Cl 0.61 0.88 -0.28
Cl 3.09 2.25 0.14
C 4.45 -0.06 -5.24
Cl 4.38 -1.64 -4.45
Cl 2.89 0.28 -5.99
Cl 4.79 1.18 -4.04
Cl 5.71 -0.08 -6.48
C 6.42 -4.62 -7.02
Cl 7.20 -6.07 -7.68
Cl 6.04 -3.50 -8.34
Cl 4.93 -5.09 -6.21
Cl 7.52 -3.84 -5.89
C 3.06 -1.67 3.23
Cl 3.27 -2.09 4.93
Cl 4.58 -1.05 2.58
Cl 2.56 -3.09 2.31
Cl 1.82 -0.42 3.10
C 3.76 -0.04 -10.26
Cl 4.83 -1.15 -9.39
Cl 2.18 -0.81 -10.46
Cl 3.58 1.46 -9.36
Cl 4.44 0.31 -11.85
C -11.29 5.57 3.56
Cl -10.17 4.40 4.24
Cl -12.88 4.82 3.33
Cl -11.46 6.94 4.67
Cl -10.68 6.14 2.00
C 8.29 -9.14 -10.93
Cl 8.67 -8.29 -12.43
Cl 9.59 -10.27 -10.55
Cl 8.14 -7.96 -9.62
Cl 6.77 -10.02 -11.11
C 0.41 -1.16 8.44
Cl -1.26 -1.17 7.87
Cl 0.83 0.46 9.02
Cl 0.59 -2.32 9.76
Cl 1.49 -1.60 7.11
C 0.40 6.08 3.80
Cl 0.00 4.44 3.24
Cl -0.30 7.25 2.68
Cl -0.30 6.32 5.41
Cl 2.16 6.27 3.89
C -11.86 1.05 0.67
Cl -13.32 0.08 0.48
Cl -11.23 1.49 -0.92
Cl -12.24 2.51 1.59
Cl -10.63 0.13 1.54
C 2.25 6.14 -0.57
Cl 3.72 5.50 -1.32
Cl 1.40 7.17 -1.73
Cl 1.20 4.81 -0.06
Cl 2.68 7.08 0.87
C 1.13 10.61 5.90
Cl 0.65 9.57 4.55
Cl 0.23 12.13 5.83
Cl 0.79 9.79 7.42
Cl 2.86 10.95 5.79
C 13.03 -7.79 -11.92
Cl 14.16 -8.29 -10.66
Cl 11.67 -6.93 -11.19
Cl 13.85 -6.73 -13.07
Cl 12.42 -9.22 -12.77
C -6.04 6.61 4.40
Cl -6.00 4.99 3.69
Cl -5.06 6.64 5.87
Cl -5.37 7.77 3.23
Cl -7.70 7.06 4.79
C 0.08 -5.17 12.68
Cl -1.59 -5.18 12.10
Cl 0.49 -3.55 13.26
Cl 0.25 -6.33 14.00
Cl 1.16 -5.61 11.35
C 1.35 -5.80 -3.37
Cl 1.52 -5.14 -5.00
Cl 2.69 -6.91 -3.03
Cl 1.39 -4.48 -2.20
Cl -0.18 -6.67 -3.23
C -11.88 -4.13 1.12
Cl -11.10 -5.55 0.43
Cl -12.23 -2.97 -0.16
Cl -13.39 -4.60 1.91
Cl -10.80 -3.40 2.32
C 7.61 -7.40 -3.36
Cl 8.41 -5.84 -3.58
Cl 8.01 -8.47 -4.71
Cl 8.16 -8.13 -1.85
Cl 5.86 -7.15 -3.28
C -4.13 11.53 4.07
Cl -2.59 10.68 3.87
Cl -3.82 13.25 4.29
Cl -5.12 11.29 2.62
Cl -4.98 10.89 5.48
C 10.68 -8.47 1.26
Cl 10.74 -7.14 0.10
Cl 11.27 -7.92 2.83
Cl 9.01 -9.03 1.43
Cl 11.69 -9.80 0.68
*
```

E_HOMO (hartree): -0.3108

Results of the Löwdin charge analysis, in e, for atoms 1 through 99: N -0.3037; P 0.7314; C -0.2831; C -0.1152; C -0.1176; C -0.0708; C -0.1995; C -0.0828; C -0.3211; O 0.0914; C 0.0368; C 0.0203; C -0.4303; O 0.0449; H -0.0326; H 0.0152; H -0.0038; H 0.0951; H 0.0066; H 0.0483; H 0.1264; H 0.1154; C -1.9986; Cl 0.5221; Cl 0.5064; Cl 0.5176; Cl 0.4899; C -1.9693; Cl 0.5168; Cl 0.5206; Cl 0.7272; Cl 0.5106; C -2.0297; Cl 0.5073; Cl 0.5199; Cl 0.5086; Cl 0.5071; C -2.0015; Cl 0.4806; Cl 0.4897; Cl 0.5151; Cl 0.5063; C -2.0180; Cl 0.4872; Cl 0.5325; Cl 0.5522; Cl 0.5744; C -2.0341; Cl 0.4406; Cl 0.5318; Cl 0.5179; Cl 0.5302; C -2.0314; Cl 0.4733; Cl 0.4985; Cl 0.5232; Cl 0.5321; C -2.0410; Cl 0.5140; Cl 0.5183; Cl 0.4683; Cl 0.5353; C -2.0433; Cl 0.5262; Cl 0.5238; Cl 0.5020; Cl 0.4719; C -1.9975; Cl 0.6043; Cl 0.4946; Cl 0.5368; Cl 0.5125; C -2.0182; Cl 0.5049; Cl 0.5340; Cl 0.4831; Cl 0.4707; C -2.0243; Cl 0.5269; Cl 0.5385; Cl 0.4797; Cl 0.5011; C -2.0394; Cl 0.4659; Cl 0.5227; Cl 0.5276; Cl 0.5320; C -2.0566; Cl 0.5242; Cl 0.5055; Cl 0.5246; Cl 0.5085; C -2.0316; Cl 0.4900; Cl 0.5263; Cl 0.5039; Cl 0.5214; C -2.0669; Cl 0.5227